C76H209N19O19 | wB97M-V/def2-TZVPD

Last column: Löwdin charge in e.
Cartesian coordinates (Å):
1 C 3.6726 3.9744 3.7929  -0.046
2 C 4.9533 3.0874 3.9063  -0.381
3 C 6.1181 3.6541 3.0723  -0.191
4 O 5.8717 3.6098 1.6980  -0.183
5 C 5.9786 2.3756 1.0723  -0.096
6 N 5.3125 2.9157 5.3697  0.067
7 H 3.4378 4.0880 2.7346  0.053
8 H 3.8859 4.9513 4.2269  0.081
9 H 2.8480 3.5535 4.3682  0.043
10 H 4.5954 2.1590 3.4610  0.103
11 H 7.0564 3.1369 3.2728  0.104
12 H 6.2569 4.6844 3.3998  0.129
13 H 7.0240 2.0691 1.0347  0.091
14 H 5.5107 2.3178 0.0895  0.079
15 H 5.4608 1.6338 1.6804  0.063
16 H 6.0154 2.1931 5.3074  0.027
17 H 4.5413 2.4644 5.8404  0.000
18 C 0.0351 4.1948 -2.2435  -0.066
19 C -0.0727 3.1496 -3.3300  -0.401
20 C -0.9156 3.6542 -4.5168  -0.149
21 O -1.0456 2.7118 -5.5973  -0.195
22 C -1.8713 1.6585 -5.2807  -0.129
23 N 1.3336 2.9311 -3.7529  0.064
24 H 0.5879 5.0609 -2.6073  0.069
25 H 0.4861 3.6734 -1.3991  0.059
26 H -0.9344 4.6391 -2.0181  0.066
27 H -0.4608 2.2744 -2.8089  0.102
28 H -0.4460 4.5123 -4.9976  0.119
29 H -1.9163 3.9322 -4.1857  0.108
30 H -2.8554 2.1087 -5.1508  0.087
31 H -1.6312 1.0902 -4.3822  0.082
32 H -1.9836 1.0157 -6.1538  0.096
33 H 1.2516 2.1820 -4.4254  0.069
34 H 1.6678 3.7011 -4.3147  0.071
35 C 9.8019 1.5246 4.0711  -0.090
36 C 8.8286 1.3562 5.2086  -0.407
37 C 7.8692 0.1336 4.8778  -0.172
38 O 6.9403 0.5768 3.8891  -0.207
39 C 5.9233 -0.3953 3.7462  -0.111
40 N 9.6488 1.2582 6.4365  0.020
41 H 10.4911 2.3565 4.2164  0.080
42 H 9.2387 1.6806 3.1509  0.065
43 H 10.2937 0.5618 3.9327  0.079
44 H 8.3310 2.3209 5.3085  0.124
45 H 7.4599 -0.0907 5.8628  0.116
46 H 8.3845 -0.7622 4.5314  0.124
47 H 5.4410 -0.6165 4.6984  0.091
48 H 6.3180 -1.3421 3.3775  0.088
49 H 5.1393 -0.0925 3.0522  0.062
50 H 10.2688 0.4613 6.4107  0.061
51 H 10.2640 2.0427 6.5981  0.064
52 C 1.5381 -0.1776 -8.9413  -0.078
53 C 2.3458 1.0059 -8.4935  -0.424
54 C 1.4172 2.1654 -8.1247  -0.213
55 O 2.1335 3.2254 -7.5184  -0.177
56 C 1.3183 4.3432 -7.2058  -0.102
57 N 3.1003 0.5944 -7.3206  0.050
58 H 2.0926 -1.1154 -8.9082  0.078
59 H 1.1469 -0.0869 -9.9546  0.075
60 H 0.6866 -0.4568 -8.3206  0.068
61 H 3.0480 1.3213 -9.2652  0.135
62 H 0.6383 1.7736 -7.4705  0.106
63 H 0.8374 2.4415 -9.0055  0.125
64 H 1.4367 5.1590 -7.9189  0.085
65 H 1.6360 4.8240 -6.2807  0.067
66 H 0.2814 4.0146 -7.1353  0.073
67 H 3.4716 1.4018 -6.8406  0.030
68 H 2.5030 0.1743 -6.6229  0.006
69 C -3.3968 -1.5849 7.2525  -0.057
70 C -3.5700 -0.7051 8.4152  -0.504
71 C -4.5610 0.3593 8.2358  -0.216
72 O -5.8717 -0.1442 8.0370  -0.203
73 C -6.8274 0.8443 8.3773  -0.110
74 N -3.8196 -1.3660 9.6361  0.062
75 H -4.3070 -2.0446 6.8673  0.085
76 H -2.6689 -2.3777 7.4246  0.074
77 H -2.9588 -1.0486 6.4107  0.061
78 H -2.6262 -0.1749 8.5424  0.146
79 H -4.3667 0.9484 7.3395  0.123
80 H -4.4611 1.1354 8.9945  0.131
81 H -6.7453 1.2009 9.4040  0.090
82 H -7.8532 0.5006 8.2446  0.089
83 H -6.7580 1.7670 7.8012  0.087
84 H -4.7174 -1.8086 9.5012  0.081
85 H -3.1678 -2.0985 9.8781  0.082
86 C 1.2144 -6.1930 -1.5511  -0.043
87 C 1.0322 -5.0555 -0.4613  -0.411
88 C -0.1519 -4.1742 -0.6305  -0.237
89 O -1.3194 -4.8954 -0.9710  -0.165
90 C -2.4749 -4.0457 -1.1245  -0.073
91 N 1.0479 -5.6841 0.8691  0.049
92 H 1.0694 -5.8103 -2.5613  0.063
93 H 0.3868 -6.8917 -1.4282  0.064
94 H 2.0823 -6.8513 -1.5144  0.071
95 H 1.9457 -4.4695 -0.5616  0.122
96 H 0.1356 -3.5297 -1.4611  0.110
97 H -0.3232 -3.5756 0.2641  0.106
98 H -2.2844 -3.3314 -1.9254  0.075
99 H -2.6773 -3.4704 -0.2210  0.060
100 H -3.3857 -4.6024 -1.3450  0.085
101 H 0.0855 -5.9640 0.9934  0.061
102 H 1.1202 -4.9233 1.5294  0.024
103 C 1.7998 0.7389 -0.1831  -0.039
104 C 0.9862 -0.0909 -1.1480  -0.414
105 C -0.5384 0.1980 -0.9171  -0.126
106 O -0.9843 -0.4990 0.2777  -0.238
107 C -2.3353 -0.2514 0.6368  -0.075
108 N 1.4159 0.2104 -2.4570  0.062
109 H 1.5457 1.7950 -0.2743  0.067
110 H 2.8669 0.5194 -0.2187  0.080
111 H 1.4060 0.4891 0.8021  0.064
112 H 1.1873 -1.1527 -1.0059  0.127
113 H -1.0717 -0.2620 -1.7490  0.111
114 H -0.7379 1.2632 -0.8008  0.101
115 H -2.5600 0.8124 0.5599  0.072
116 H -2.5123 -0.6407 1.6394  0.090
117 H -2.9658 -0.7859 -0.0738  0.078
118 H 1.2331 1.1882 -2.6318  0.030
119 H 2.4214 0.1558 -2.3793  0.062
120 C 8.0006 -3.7033 -3.9609  -0.068
121 C 8.2115 -3.8074 -2.4862  -0.458
122 C 7.1502 -3.0559 -1.6746  -0.193
123 O 7.3320 -1.6731 -1.9767  -0.193
124 C 6.8287 -0.8082 -0.9672  -0.110
125 N 8.1248 -5.2189 -2.0766  0.032
126 H 7.8289 -2.6493 -4.1793  0.074
127 H 7.1275 -4.2821 -4.2622  0.086
128 H 8.9066 -3.9479 -4.5153  0.078
129 H 9.1727 -3.3381 -2.2764  0.135
130 H 7.3280 -3.2707 -0.6209  0.118
131 H 6.1702 -3.3890 -2.0164  0.131
132 H 7.0547 0.1978 -1.3206  0.082
133 H 7.2566 -0.9611 0.0236  0.086
134 H 5.7392 -0.8070 -0.9358  0.067
135 H 8.2231 -5.2816 -1.0733  0.060
136 H 8.8713 -5.7609 -2.4877  0.068
137 C 2.3912 -2.5146 -4.6529  -0.039
138 C 1.1660 -1.9545 -5.3910  -0.431
139 C -0.1743 -2.3394 -4.8468  -0.186
140 O -1.2306 -1.6355 -5.5278  -0.196
141 C -2.5394 -1.6721 -4.9448  -0.104
142 N 1.2819 -0.5228 -5.3432  0.047
143 H 2.4090 -2.2886 -3.5867  0.067
144 H 3.3337 -2.1975 -5.0992  0.076
145 H 2.4656 -3.5976 -4.7518  0.073
146 H 1.1914 -2.2653 -6.4355  0.136
147 H -0.2793 -2.2387 -3.7665  0.114
148 H -0.1794 -3.4126 -5.0372  0.126
149 H -3.2363 -1.1407 -5.5929  0.078
150 H -2.6786 -1.1755 -3.9845  0.061
151 H -2.9186 -2.6929 -4.8964  0.063
152 H 0.2896 -0.3643 -5.4449  0.055
153 H 1.5157 -0.3972 -4.3687  0.025
154 C -1.5637 -4.1873 5.2434  -0.082
155 C -2.1181 -4.4311 3.8285  -0.341
156 C -3.5986 -3.8644 3.5743  -0.135
157 O -3.8185 -4.0701 2.1672  -0.218
158 C -5.0302 -3.6376 1.7059  -0.135
159 N -1.1394 -3.8314 2.8683  0.068
160 H -2.1373 -4.7195 6.0022  0.073
161 H -1.4640 -3.1350 5.5096  0.048
162 H -0.5666 -4.6140 5.3514  0.073
163 H -2.1739 -5.5119 3.6985  0.131
164 H -3.7900 -2.8252 3.8417  0.106
165 H -4.3066 -4.5019 4.1038  0.121
166 H -4.9342 -3.7326 0.6243  0.086
167 H -5.1547 -2.5984 2.0103  0.069
168 H -5.9039 -4.1077 2.1572  0.078
169 H -0.9059 -2.8509 2.9339  0.023
170 H -1.6750 -3.9499 2.0202  0.038
171 C 5.0762 0.2813 -4.0717  -0.060
172 C 5.1304 1.6938 -3.5723  -0.393
173 C 5.0586 2.7005 -4.7301  -0.197
174 O 6.2034 2.4706 -5.5492  -0.183
175 C 6.3586 3.3756 -6.6600  -0.084
176 N 4.0894 1.9399 -2.5482  0.077
177 H 4.2675 0.0500 -4.7649  0.054
178 H 4.8961 -0.4125 -3.2505  0.062
179 H 5.9827 0.0300 -4.6224  0.088
180 H 6.1272 1.8226 -3.1505  0.134
181 H 4.9617 3.7215 -4.3608  0.110
182 H 4.1496 2.5957 -5.3225  0.099
183 H 5.5870 3.1066 -7.3814  0.078
184 H 7.2553 3.1076 -7.2188  0.082
185 H 6.3558 4.4441 -6.4444  0.082
186 H 3.1842 2.1582 -2.9394  0.021
187 H 4.2570 2.7774 -2.0091  0.033
188 C -9.2778 -6.0364 -3.2679  -0.056
189 C -9.1055 -5.8310 -1.7634  -0.421
190 C -9.0577 -4.3632 -1.2805  -0.222
191 O -7.7457 -3.9201 -1.4767  -0.183
192 C -7.6957 -2.5560 -0.9250  -0.090
193 N -10.2440 -6.3899 -1.0693  0.009
194 H -9.1680 -7.1077 -3.4361  0.072
195 H -8.5970 -5.4999 -3.9288  0.065
196 H -10.2817 -5.8797 -3.6625  0.078
197 H -8.2841 -6.4833 -1.4670  0.134
198 H -9.3053 -4.2618 -0.2238  0.114
199 H -9.7797 -3.7134 -1.7751  0.129
200 H -6.7499 -2.0799 -1.1838  0.067
201 H -7.7687 -2.5415 0.1625  0.079
202 H -8.3419 -1.8324 -1.4218  0.084
203 H -10.0475 -6.4706 -0.0819  0.070
204 H -10.4466 -7.3424 -1.3373  0.071
205 C -5.9497 3.2797 -0.9406  -0.046
206 C -4.4111 3.2432 -0.6641  -0.430
207 C -3.5639 2.9497 -1.9860  -0.142
208 O -4.0073 1.9175 -2.8779  -0.193
209 C -4.2825 0.6313 -2.3045  -0.075
210 N -3.9876 4.4332 -0.0185  0.026
211 H -6.1468 3.9246 -1.7970  0.082
212 H -6.4193 3.6922 -0.0476  0.072
213 H -6.3977 2.3436 -1.2740  0.067
214 H -4.2885 2.5263 0.1478  0.099
215 H -2.5323 2.7281 -1.7127  0.096
216 H -3.5669 3.8351 -2.6216  0.119
217 H -4.7838 -0.1001 -2.9384  0.066
218 H -4.8613 0.6130 -1.3811  0.069
219 H -3.2746 0.2295 -2.2008  0.059
220 H -4.7460 4.7115 0.5876  0.083
221 H -4.0183 5.1475 -0.7319  0.089
222 C -7.5713 -2.6834 3.8496  -0.063
223 C -6.7644 -1.6841 4.6054  -0.464
224 C -6.6398 -0.2866 3.9612  -0.196
225 O -6.1184 -0.3686 2.6499  -0.227
226 C -6.4857 0.7742 1.8138  -0.062
227 N -7.2580 -1.5830 5.9233  0.070
228 H -8.6340 -2.4414 3.8584  0.084
229 H -7.4298 -3.7083 4.1926  0.089
230 H -7.3435 -2.7598 2.7864  0.044
231 H -5.7455 -2.0690 4.5629  0.111
232 H -5.9901 0.4168 4.4821  0.116
233 H -7.6366 0.1541 3.9420  0.120
234 H -7.5142 0.4839 1.5993  0.092
235 H -5.9486 0.8047 0.8659  0.057
236 H -6.3644 1.7532 2.2775  0.086
237 H -6.7915 -0.8815 6.4804  0.036
238 H -8.2610 -1.4734 5.9687  0.082
239 C 0.6980 3.5631 2.3844  -0.038
240 C -0.6405 3.0880 1.7068  -0.388
241 C -1.7582 2.7080 2.6721  -0.209
242 O -1.4457 1.5306 3.3836  -0.223
243 C -2.5267 1.1180 4.2470  -0.069
244 N -1.0656 4.1430 0.7721  0.060
245 H 0.6146 4.3543 3.1295  0.079
246 H 1.4266 3.7790 1.6031  0.053
247 H 1.1077 2.6794 2.8737  0.064
248 H -0.4635 2.1501 1.1805  0.101
249 H -2.6754 2.5163 2.1152  0.101
250 H -1.8862 3.5989 3.2870  0.130
251 H -2.4311 0.0690 4.5273  0.069
252 H -3.5188 1.1643 3.7979  0.080
253 H -2.4655 1.7128 5.1584  0.080
254 H -1.0142 5.0338 1.2453  0.075
255 H -1.9991 4.1240 0.3870  0.014
256 C 1.0818 -1.7585 4.6897  -0.046
257 C 1.1340 -1.1794 3.3070  -0.434
258 C 1.9215 -2.0008 2.2771  -0.141
259 O 3.3465 -1.7351 2.3748  -0.182
260 C 4.0518 -2.2048 1.2564  -0.115
261 N -0.1757 -0.9233 2.8240  0.055
262 H 0.4850 -1.1611 5.3790  0.069
263 H 2.0928 -1.9461 5.0513  0.083
264 H 0.6457 -2.7558 4.6321  0.050
265 H 1.5335 -0.1738 3.4383  0.128
266 H 1.5173 -1.8176 1.2816  0.101
267 H 1.6921 -3.0521 2.4506  0.110
268 H 4.0126 -3.2941 1.2584  0.094
269 H 5.0853 -1.8803 1.3781  0.065
270 H 3.6750 -1.8442 0.2993  0.075
271 H -0.5652 -0.0791 3.2187  0.044
272 H -0.1625 -0.6919 1.8410  0.031
273 C -6.6688 -1.7067 -4.6019  -0.047
274 C -6.1461 -3.0597 -4.9180  -0.439
275 C -5.6981 -3.1873 -6.3734  -0.210
276 O -6.6447 -2.8408 -7.3788  -0.187
277 C -6.4179 -3.4700 -8.6491  -0.084
278 N -5.0879 -3.4639 -3.9938  0.071
279 H -5.9003 -0.9404 -4.5007  0.064
280 H -7.2897 -1.6852 -3.7062  0.066
281 H -7.2772 -1.3320 -5.4251  0.086
282 H -6.9705 -3.7728 -4.9223  0.126
283 H -5.3486 -4.2117 -6.5025  0.116
284 H -4.7793 -2.6343 -6.5689  0.111
285 H -5.6061 -2.8840 -9.0801  0.085
286 H -7.3320 -3.4084 -9.2396  0.089
287 H -6.0095 -4.4774 -8.5688  0.081
288 H -5.4873 -3.4684 -3.0661  0.058
289 H -4.9527 -4.4515 -4.1565  0.081
290 C 2.1056 0.4063 8.6340  -0.077
291 C 2.6179 0.6940 7.2682  -0.400
292 C 1.5143 1.5015 6.4506  -0.128
293 O 1.1984 2.7492 7.1367  -0.202
294 C 0.2575 3.5283 6.5094  -0.128
295 N 3.7969 1.5222 7.3796  0.020
296 H 2.7824 -0.3183 9.0868  0.078
297 H 1.2039 -0.2040 8.6843  0.072
298 H 1.9384 1.2701 9.2774  0.089
299 H 2.9527 -0.1393 6.6505  0.127
300 H 0.5962 0.9286 6.3210  0.107
301 H 1.9277 1.8277 5.4962  0.100
302 H 0.5284 3.6350 5.4590  0.064
303 H 0.2937 4.5489 6.8905  0.096
304 H -0.7309 3.0822 6.6196  0.082
305 H 3.5101 2.4156 7.7535  0.082
306 H 4.5519 1.2646 7.9991  0.095
307 C 3.2165 6.9572 -3.3329  -0.063
308 C 4.2520 7.1637 -2.2201  -0.405
309 C 4.9794 5.8764 -1.7786  -0.183
310 O 4.1411 4.7692 -1.5894  -0.210
311 C 3.3012 4.8371 -0.4884  -0.123
312 N 5.0901 8.3168 -2.6416  0.034
313 H 2.6533 7.8905 -3.3306  0.074
314 H 2.4647 6.2173 -3.0581  0.047
315 H 3.7177 6.8394 -4.2936  0.083
316 H 3.6533 7.4115 -1.3436  0.123
317 H 5.5581 6.0564 -0.8726  0.128
318 H 5.7347 5.5645 -2.5000  0.125
319 H 3.7920 5.0678 0.4572  0.088
320 H 2.7433 3.9198 -0.3003  0.067
321 H 2.4951 5.5580 -0.6244  0.084
322 H 5.7825 8.1277 -3.3522  0.064
323 H 4.4804 8.9395 -3.1521  0.053

Force components x, y, z for each atom (eV/Å):
1.5 0.1 0.2
-1.3 0.5 0.9
-0.2 -0.5 1.0
-0.8 1.7 -0.9
0.1 -1.2 0.9
0.4 0.5 -2.5
-0.3 0.0 0.1
0.0 0.2 0.0
0.0 -0.2 -0.2
0.4 -0.5 0.0
0.1 -0.3 0.3
0.0 0.2 -0.4
0.2 -0.1 -0.3
0.1 0.6 -0.1
0.0 -0.4 0.0
0.4 -0.2 0.4
-0.2 -0.1 0.2
-0.7 0.4 -0.4
1.0 1.8 -0.6
-0.2 -1.1 -0.4
1.8 1.0 0.5
-1.9 -0.1 -0.5
-0.9 -1.3 -0.1
0.6 -0.2 0.2
0.0 0.8 0.2
-0.2 -0.4 0.5
-0.1 -0.4 -0.7
0.1 0.2 0.4
-0.2 0.1 0.1
-0.5 -0.4 0.4
0.4 -0.1 0.0
0.5 -0.2 0.1
0.5 -0.5 -0.5
-0.1 0.5 0.1
-0.6 -0.3 -1.2
1.6 0.2 -0.5
0.8 2.2 1.1
0.1 -0.5 0.7
-0.3 -0.3 -0.1
-1.0 -1.2 0.8
0.1 -0.2 0.0
0.1 0.2 -0.3
0.6 0.1 0.0
-0.9 -0.4 0.0
-0.9 -0.3 -0.1
0.4 0.0 -0.1
-0.1 0.1 0.2
0.3 -0.2 -0.1
0.2 0.4 0.0
0.0 -0.3 -0.1
-0.3 0.3 -0.4
-0.6 -1.1 -0.8
-0.1 0.3 1.4
-0.4 -0.6 -0.5
0.0 0.2 -0.1
0.1 -0.1 -0.2
1.0 0.1 -0.1
0.6 0.2 -0.2
0.0 0.2 -0.1
-0.2 0.7 0.4
0.0 0.0 -0.2
0.1 0.0 0.6
0.2 0.7 -0.5
-0.2 -0.2 -0.6
0.1 -0.4 0.4
-0.1 0.3 0.1
0.3 0.2 -0.2
-0.5 -0.3 0.0
0.4 -1.0 -2.0
1.8 0.6 0.3
-0.6 1.7 -1.4
-0.6 0.5 1.1
-0.5 0.5 0.3
-1.1 -0.8 1.4
-0.2 -0.1 0.2
-0.1 -0.1 0.3
-0.1 0.3 -0.2
0.3 0.3 0.0
0.5 0.0 -0.5
-0.5 -0.4 0.8
0.2 -0.4 0.3
0.2 -0.5 -0.1
0.4 0.0 -0.6
-0.3 -0.3 0.5
0.2 0.0 -0.3
-1.7 0.3 0.3
1.8 -2.4 -0.2
-0.3 0.5 -1.3
-1.1 0.0 0.2
1.0 0.1 0.2
0.0 0.1 -0.3
0.3 0.2 -0.1
-0.3 0.0 0.1
0.4 0.7 0.4
0.0 0.5 0.2
-0.4 0.7 -0.3
0.1 0.2 0.1
-0.1 0.1 -0.3
0.1 0.0 0.3
0.4 -0.4 -0.1
-0.3 -0.6 0.3
0.1 0.1 0.4
-0.9 -0.6 1.6
-0.9 0.5 1.6
0.6 -1.9 0.4
0.6 0.7 -0.7
0.3 -0.3 -0.7
-0.3 -0.1 -1.4
0.4 0.2 -0.4
0.0 0.3 -0.1
0.4 0.0 0.5
-0.3 -0.2 0.4
-0.3 0.4 -0.4
0.0 0.2 -0.2
-0.1 0.2 0.2
0.2 0.1 0.0
-0.4 0.0 0.0
0.2 0.2 -0.1
0.5 0.2 -0.5
-0.2 0.9 -0.4
-0.3 -0.6 0.6
0.9 0.4 -1.2
-0.2 -0.2 1.1
-0.1 0.6 -1.1
0.0 0.3 0.0
-0.2 0.1 -0.2
0.2 -0.1 -0.2
-0.1 -0.5 -0.1
0.2 0.0 0.4
-0.3 0.1 0.3
-0.3 -0.1 0.3
0.3 0.1 0.2
0.1 -0.2 0.0
-0.3 -0.4 0.2
0.1 -0.2 0.2
0.1 -0.1 -0.1
-0.2 -1.3 -0.4
1.5 0.1 -0.1
-0.8 -1.6 0.3
0.2 0.1 0.4
0.2 -0.5 -0.6
-0.3 0.1 -0.2
-0.2 0.2 0.0
-0.2 0.6 -0.1
-0.3 -0.3 0.2
0.1 -0.3 -0.2
0.2 0.5 0.2
-0.9 -0.4 0.0
0.3 0.1 -0.4
0.7 -0.1 0.4
0.2 0.0 0.3
-0.2 1.8 0.0
-0.3 0.9 0.3
-0.3 -0.5 0.1
0.3 2.4 0.7
1.3 -1.6 -0.7
1.5 -0.7 1.4
-0.4 1.2 -0.1
-1.2 -2.1 -0.2
-0.4 0.2 0.1
-0.3 0.1 -0.1
0.1 0.0 -0.4
0.1 0.0 -0.4
0.4 0.3 0.0
-0.2 0.0 0.4
-0.8 0.0 0.0
-0.1 0.6 -0.4
0.0 -0.8 -0.3
-0.5 0.6 0.7
0.5 0.2 -0.8
-0.3 -0.9 -0.4
-0.7 0.8 -0.1
0.2 -0.3 -0.3
0.4 1.2 -0.1
-0.5 -1.5 -0.3
0.5 -0.4 0.2
-0.3 0.5 -0.2
0.5 0.0 0.2
0.1 -0.1 0.2
-0.1 0.2 0.5
0.6 0.4 0.3
-0.3 -0.5 -0.2
-0.5 0.5 -0.1
0.4 0.0 0.6
-0.1 0.0 0.4
-0.2 -0.2 -0.6
0.6 0.2 0.0
-0.3 -0.5 -0.3
-0.9 0.1 0.0
0.6 -1.3 -0.3
0.3 2.9 0.7
1.4 -0.5 -1.0
-1.4 -0.4 0.4
0.4 -0.1 -0.2
0.2 0.0 0.4
-0.2 0.6 0.5
1.0 1.0 0.0
-0.1 -0.4 0.4
-0.2 -0.2 -0.5
0.6 -0.6 0.1
-0.4 -0.1 0.0
-1.0 -0.5 0.1
0.1 0.3 0.2
0.0 -0.1 -0.4
0.9 0.1 -0.8
-1.5 -2.0 -1.1
-0.5 -0.7 0.9
-1.8 0.2 0.5
1.5 0.0 0.0
0.4 1.6 -0.6
0.0 0.5 0.1
-0.4 -0.2 -0.1
0.1 -0.3 0.5
0.3 -1.0 -0.5
0.2 0.1 0.3
-0.1 0.2 0.2
-0.2 0.8 -0.7
0.3 0.5 0.3
-0.1 -0.6 0.8
0.1 0.1 0.6
0.3 0.7 -0.1
-0.9 -0.5 -1.4
1.3 0.7 -1.1
-0.5 -0.1 -0.8
0.9 0.8 -1.1
-0.6 -1.8 0.5
-0.1 -0.2 1.2
-0.2 0.0 0.3
-0.1 0.2 0.5
0.3 0.5 0.0
0.3 -0.1 0.6
0.0 -0.2 0.8
-0.4 0.2 -0.1
-0.4 1.1 -0.3
0.4 -0.5 0.2
-0.2 -0.1 0.4
0.0 -0.1 0.1
0.0 0.1 -0.1
-0.9 -1.8 -0.6
0.2 0.6 0.0
0.4 0.5 -0.2
-1.0 -0.1 0.7
0.7 0.1 0.1
0.7 0.0 0.4
-0.2 0.2 -0.3
-0.2 0.4 0.0
0.1 0.0 0.4
0.5 0.1 -0.4
-0.2 0.2 -0.2
-0.4 -0.1 0.7
0.6 0.0 -0.2
0.0 0.5 -0.4
-0.3 0.1 0.1
0.2 0.2 0.1
-0.3 -0.6 0.3
0.4 -1.4 0.0
0.9 1.4 0.3
0.5 0.2 0.8
-1.6 0.4 -0.1
0.3 -0.5 0.4
-1.8 -0.6 -0.6
0.2 0.1 0.0
0.1 0.4 0.3
-0.2 0.0 0.1
1.3 0.1 -0.3
0.3 0.5 -0.3
0.3 -0.4 0.2
0.2 -0.3 -0.3
0.0 -0.1 -0.1
-0.2 0.2 -0.1
0.1 -0.1 0.4
0.1 -0.2 -0.2
-0.6 1.2 -0.1
-0.7 -0.3 -1.1
1.5 0.0 -0.8
-0.8 -0.8 0.9
0.9 1.1 0.8
-0.2 -0.2 -0.4
0.4 -0.2 0.1
0.0 -0.1 0.1
-0.2 -0.2 0.0
-0.5 0.0 0.5
-0.3 -0.5 -0.1
0.2 0.5 0.2
-0.1 0.0 -0.7
0.2 -0.1 0.1
-0.5 -0.3 0.2
-0.2 0.3 0.4
0.5 -0.3 -0.1
-0.6 -2.2 1.0
-0.8 1.7 -0.7
1.0 1.0 0.8
1.5 -1.6 1.1
-0.1 0.4 -0.9
0.3 1.5 -0.4
0.5 0.4 0.5
-0.6 0.2 -0.5
0.3 0.1 -0.3
-0.7 -0.5 0.3
0.0 -0.2 0.0
0.0 -0.4 -0.4
-0.3 -0.1 -0.5
-0.1 -0.2 0.4
-0.4 0.2 -0.2
-0.1 0.4 -0.1
-0.2 -0.9 0.0
-0.2 0.2 0.8
-0.5 -0.4 -0.8
1.1 0.7 -0.4
0.0 -0.4 -0.4
-1.2 0.4 1.0
0.0 -0.2 0.8
-0.1 0.2 -0.4
0.3 -0.5 -0.4
-0.3 -0.4 -0.1
0.2 0.7 0.2
-0.1 0.2 0.3
-0.1 0.0 -0.4
0.5 0.1 0.0
0.5 -0.5 -0.5
-0.1 0.4 -0.1
0.3 -0.8 0.1
-0.3 0.3 0.3

E_LUMO = 0.098 eV
energy above the lowest of the compared OMol25 structures with the same formula, charge and spin = 96.18 kcal/mol
electronic energy = -149401.8313 eV
charge = 0
gap between HOMO and LUMO = 8.01 eV